[1]
Entry from OMol25: C32H37F3O6SSbSc as an isolated structure (the ωB97M-V functional and the def2-TZVPD basis).

Each line ends with the Löwdin charge.
Geometry (Å):
Sc1 -0.31 0.02 -0.25  1.047
C1 -0.49 3.09 -1.44  -0.020
O1 -1.20 1.92 -0.93  -0.341
C2 -2.63 2.08 -1.04  -0.122
C3 -3.25 1.05 -0.14  -0.098
O2 -2.49 -0.14 -0.42  -0.253
C4 -2.98 -1.39 0.10  -0.100
C5 -2.35 -2.41 -0.80  -0.116
O3 -0.97 -2.01 -0.98  -0.325
C6 -0.28 -2.95 -1.83  -0.027
H1 -0.90 3.98 -0.97  0.113
H2 -0.61 3.13 -2.52  0.112
H3 0.56 2.98 -1.17  0.071
H4 -2.91 1.94 -2.09  0.140
H5 -2.90 3.09 -0.73  0.148
H6 -4.29 0.88 -0.39  0.157
H7 -3.15 1.30 0.92  0.137
H8 -4.07 -1.42 0.02  0.157
H9 -2.69 -1.49 1.14  0.147
H10 -2.82 -2.43 -1.78  0.151
H11 -2.39 -3.41 -0.36  0.156
H12 -0.27 -3.93 -1.36  0.121
H13 0.73 -2.60 -1.98  0.047
H14 -0.80 -3.00 -2.79  0.116
C7 0.66 -2.19 3.32  -0.019
C8 1.63 -1.70 2.28  -0.275
C9 1.44 -2.00 0.93  -0.098
C10 2.38 -1.60 -0.03  -0.128
C11 3.49 -0.85 0.35  -0.070
C12 3.67 -0.55 1.69  -0.026
C13 2.76 -0.97 2.64  -0.028
H15 1.15 -2.89 4.00  0.102
H16 -0.19 -2.70 2.88  0.081
H17 0.30 -1.36 3.93  0.085
H18 0.65 -2.69 0.66  0.104
H19 2.33 -1.95 -1.05  0.068
H20 4.23 -0.57 -0.38  0.105
H21 4.55 0.01 2.01  0.126
H22 2.92 -0.75 3.69  0.135
C14 4.56 -2.91 -4.42  -0.052
C15 3.21 -3.11 -4.67  -0.058
C16 2.28 -2.18 -4.23  -0.142
C17 2.70 -1.05 -3.53  -0.391
C18 4.06 -0.84 -3.29  -0.122
C19 4.98 -1.78 -3.73  -0.053
Sb1 1.28 0.35 -2.83  1.590
C20 -0.02 0.44 -4.48  -0.382
C21 0.47 0.52 -5.79  -0.118
C22 -0.41 0.56 -6.86  -0.049
C23 -1.78 0.52 -6.63  -0.052
C24 -2.28 0.43 -5.34  -0.068
C25 -1.39 0.39 -4.27  -0.147
C26 2.40 2.14 -2.86  -0.397
C27 3.18 2.44 -1.74  -0.149
C28 3.93 3.61 -1.72  -0.057
C29 3.90 4.47 -2.81  -0.052
C30 3.12 4.17 -3.92  -0.054
C31 2.37 3.00 -3.95  -0.106
H23 5.28 -3.64 -4.76  0.117
H24 2.88 -3.98 -5.23  0.115
H25 1.23 -2.32 -4.47  0.097
H26 4.40 0.05 -2.79  0.094
H27 6.04 -1.62 -3.56  0.117
H28 1.54 0.53 -5.97  0.112
H29 -0.03 0.62 -7.87  0.119
H30 -2.46 0.55 -7.47  0.118
H31 -3.34 0.39 -5.17  0.111
H32 -1.79 0.30 -3.26  0.068
H33 3.20 1.79 -0.88  0.083
H34 4.54 3.85 -0.86  0.116
H35 4.49 5.38 -2.80  0.117
H36 3.10 4.84 -4.77  0.117
H37 1.76 2.78 -4.81  0.094
F1 0.43 3.97 1.91  0.188
C32 -0.49 3.08 2.24  -0.651
F2 -1.55 3.21 1.44  0.150
F3 -0.87 3.24 3.49  0.204
S1 0.26 1.39 2.06  0.638
O4 0.99 1.20 3.26  -0.171
O5 -0.87 0.45 1.77  -0.325
O6 1.00 1.39 0.77  -0.347

Calculated values
energy	-3391.35131	Eh
gap between HOMO and LUMO	7.873	eV
strongest force on any atom	0.10	eV/Å
HOMO energy	-14.06	eV
charge	+2

[2]
Entry from OMol25: a 3-piece molecular cluster, C3H12NO3 overall at a distorted geometry (the ωB97M-V functional and the def2-TZVPD basis).

Each line ends with the natural charge from an NBO analysis.
Geometry (Å):
C1 -0.67 0.57 0.40  -0.058
O1 0.23 0.56 -0.64  -0.954
C2 -0.17 -0.69 1.25  -0.024
C3 -1.22 -0.81 2.56  -0.646
N1 -0.16 -2.08 0.71  -0.853
H1 -1.69 0.36 -0.08  0.127
H2 -0.62 1.46 0.85  0.148
H3 0.82 -0.49 1.73  0.165
H4 -0.79 -0.83 3.62  0.179
H5 -1.72 0.13 2.44  0.184
H6 -1.97 -1.57 2.46  0.194
H7 -0.68 -1.98 -0.18  0.362
H8 0.84 -2.24 0.45  0.350
H9 1.78 0.88 -0.54  0.512
H10 3.05 0.07 -0.47  0.419
O2 2.79 1.04 -0.91  -1.018
H11 -0.52 1.76 -3.20  0.438
H12 -0.51 0.86 -1.99  0.512
O3 -1.08 1.13 -2.86  -1.037

Calculated values
energy	-401.93419	Eh
gap between HOMO and LUMO	8.199	eV
strongest force on any atom	7.75	eV/Å
HOMO energy	-4.14	eV
charge	-1

[3]
Entry from OMol25: one molecule with the formula C4H8N4O at a distorted geometry (the ωB97M-V functional and the def2-TZVPD basis).

Each line ends with the natural charge from an NBO analysis.
Geometry (Å):
C1 -2.08 0.92 -0.62  -0.625
C2 1.57 -0.41 0.19  0.733
C3 -0.88 -0.95 0.53  0.379
C4 -0.87 0.20 -0.11  -0.077
N1 0.65 1.91 0.38  -0.628
N2 1.71 -1.55 -0.54  -0.838
N3 0.41 0.76 -0.32  -0.283
N4 -1.12 -2.11 0.76  -0.651
O1 2.47 0.04 0.88  -0.618
H1 0.83 1.73 1.37  0.346
H2 1.48 2.36 0.00  0.364
H3 1.03 -1.78 -1.24  0.411
H4 2.63 -1.96 -0.55  0.415
H5 -0.61 -2.46 1.58  0.387
H6 -2.69 0.24 -1.23  0.217
H7 -1.81 1.76 -1.26  0.241
H8 -2.71 1.30 0.19  0.227

Calculated values
energy	-451.36297	Eh
gap between HOMO and LUMO	8.004	eV
strongest force on any atom	4.35	eV/Å
HOMO energy	-7.73	eV
SMILES	CC(=C=N)N(N)C(N)=O
charge	0

[4]
Entry from OMol25: C24H25IrN5O5S2 as an isolated structure at a distorted geometry (the ωB97M-V functional and the def2-TZVPD basis).

Each line ends with the natural charge from an NBO analysis.
Geometry (Å):
Ir1 1.04 0.50 0.23  0.945
O1 2.82 3.60 -1.99  -0.583
C1 2.44 2.64 -1.33  0.635
N1 1.22 2.40 -0.77  -0.702
C2 0.22 3.33 -0.87  0.652
O2 0.19 4.34 -1.54  -0.577
C3 -0.94 3.02 0.04  0.121
C4 -2.13 3.73 -0.08  -0.228
C5 -3.14 3.47 0.83  -0.167
C6 -2.91 2.54 1.84  -0.256
C7 -1.70 1.88 1.88  0.090
N2 -0.74 2.11 0.98  -0.430
C8 3.41 1.52 -1.06  0.144
C9 4.76 1.72 -1.29  -0.211
C10 5.64 0.69 -1.08  -0.158
C11 5.13 -0.54 -0.68  -0.250
C12 3.78 -0.68 -0.47  0.057
N3 2.92 0.34 -0.63  -0.357
H1 -2.22 4.45 -0.87  0.242
H2 -4.08 3.99 0.77  0.210
H3 -3.67 2.32 2.58  0.223
H4 -1.48 1.13 2.63  0.233
H5 5.06 2.70 -1.64  0.250
H6 6.71 0.83 -1.22  0.213
H7 5.78 -1.39 -0.51  0.219
H8 3.33 -1.61 -0.14  0.251
C13 2.83 -0.07 4.47  -0.639
C14 2.28 -0.29 3.09  -0.206
S1 2.14 1.17 2.11  -0.122
C15 1.90 -1.49 2.64  -0.207
C16 2.00 -2.74 3.48  -0.635
S2 1.24 -1.69 1.02  -0.190
H9 3.16 0.96 4.60  0.218
H10 3.68 -0.72 4.68  0.202
H11 2.06 -0.27 5.23  0.207
H12 1.41 -2.64 4.40  0.208
H13 3.03 -2.95 3.78  0.199
H14 1.63 -3.60 2.93  0.219
C17 -1.22 -3.72 -1.55  -0.623
C18 -1.53 -2.61 -2.55  -0.370
C19 -2.30 -1.43 -1.93  -0.268
C20 -2.67 -0.42 -3.03  -0.361
C21 -3.43 0.79 -2.51  -0.619
C22 -3.58 -1.97 -1.32  0.722
O3 -4.44 -2.50 -1.99  -0.635
N4 -3.70 -1.84 0.03  -0.667
C23 -2.81 -1.15 0.89  0.795
O4 -3.13 -1.09 2.07  -0.638
N5 -1.69 -0.61 0.36  -0.681
C24 -1.40 -0.73 -0.92  0.696
O5 -0.34 -0.24 -1.40  -0.718
H15 -0.63 -4.51 -2.03  0.206
H16 -2.13 -4.18 -1.17  0.202
H17 -0.65 -3.35 -0.70  0.231
H18 -2.13 -3.00 -3.37  0.209
H19 -0.61 -2.21 -2.96  0.223
H20 -3.27 -0.95 -3.77  0.213
H21 -1.74 -0.10 -3.51  0.223
H22 -4.37 0.50 -2.04  0.202
H23 -3.65 1.49 -3.31  0.210
H24 -2.84 1.33 -1.76  0.214
H25 -4.53 -2.21 0.46  0.413

Calculated values
energy	-2480.49714	Eh
gap between HOMO and LUMO	5.893	eV
strongest force on any atom	1.51	eV/Å
HOMO energy	-3.61	eV
charge	-1

[5]
Entry from OMol25: C61H51ClFN6O4P2Te2Tl as an isolated structure at a distorted geometry (the ωB97M-V functional and the def2-TZVPD basis).

Each line ends with the Löwdin charge.
Geometry (Å):
Tl1 0.06 1.04 0.14  0.758
O1 -0.52 7.26 1.07  0.121
C1 -1.54 6.75 1.72  -0.518
O2 -2.48 7.44 2.05  0.065
C2 -1.53 5.28 2.03  -0.053
C3 -2.59 4.63 2.61  -0.583
Cl1 -4.10 5.24 3.09  0.832
N1 -2.28 3.31 2.72  -0.068
N2 -1.06 3.06 2.20  0.132
C4 -0.58 4.23 1.81  -0.158
C5 0.83 4.27 1.27  -0.595
O3 1.27 5.32 0.78  0.038
O4 1.51 3.20 1.36  -0.355
C6 -3.05 2.26 3.33  -0.190
C7 -3.56 2.45 4.61  -0.040
C8 -4.28 1.43 5.21  -0.067
C9 -4.48 0.23 4.55  -0.077
C10 -3.96 0.05 3.28  -0.096
C11 -3.24 1.06 2.66  -0.020
H1 0.18 6.56 0.88  0.069
H2 -3.39 3.38 5.13  0.104
H3 -4.67 1.58 6.21  0.109
H4 -5.04 -0.57 5.02  0.110
H5 -4.11 -0.89 2.76  0.113
H6 -2.81 0.93 1.67  0.083
C12 4.85 -0.78 -3.56  -0.073
C13 4.24 -1.05 -2.34  -0.070
C14 3.17 -0.28 -1.92  -0.042
C15 2.71 0.77 -2.70  -0.236
C16 3.32 1.04 -3.93  -0.023
C17 4.38 0.27 -4.35  -0.074
N3 1.61 1.51 -2.17  0.045
N4 1.34 2.51 -2.81  0.099
C18 0.25 3.32 -2.40  -0.302
C19 0.14 4.50 -3.13  0.009
C20 -0.88 5.39 -2.83  -0.031
C21 -1.78 5.06 -1.83  -0.026
C22 -1.59 3.86 -1.17  -0.128
N5 -0.60 3.01 -1.43  0.044
H7 5.69 -1.38 -3.89  0.105
H8 4.59 -1.87 -1.72  0.109
H9 2.67 -0.51 -0.98  0.060
H10 2.94 1.85 -4.53  0.106
H11 4.85 0.48 -5.30  0.105
H12 0.87 4.70 -3.90  0.119
H13 -0.99 6.32 -3.38  0.117
H14 -2.59 5.72 -1.56  0.119
H15 -2.28 3.56 -0.38  0.117
Te1 -1.92 -3.86 -2.50  1.234
C23 -2.97 -5.17 -1.20  -0.552
C24 -2.94 -6.55 -1.40  -0.145
C25 -3.62 -7.37 -0.52  -0.168
N6 -4.32 -6.92 0.52  0.041
C26 -4.35 -5.59 0.69  -0.160
C27 -3.70 -4.69 -0.13  -0.133
C28 -1.56 -2.33 -1.08  -1.003
P1 -2.05 -0.66 -1.51  0.793
C29 -3.86 -0.73 -1.87  -0.381
C30 -4.75 -0.27 -0.91  -0.108
C31 -6.12 -0.31 -1.11  -0.090
C32 -6.63 -0.81 -2.30  -0.092
C33 -5.75 -1.24 -3.29  -0.077
C34 -4.38 -1.19 -3.08  -0.118
C35 -1.45 -0.18 -3.19  -0.393
C36 -1.97 0.98 -3.78  -0.121
C37 -1.50 1.44 -5.01  -0.092
C38 -0.49 0.74 -5.67  -0.097
C39 0.03 -0.41 -5.10  -0.088
C40 -0.44 -0.86 -3.86  -0.125
P2 0.14 -2.31 -0.42  0.835
C41 0.77 -4.04 -0.35  -0.423
C42 1.79 -4.41 -1.23  -0.124
C43 2.32 -5.69 -1.20  -0.091
C44 1.85 -6.62 -0.28  -0.092
C45 0.84 -6.26 0.61  -0.077
C46 0.30 -4.98 0.57  -0.091
C47 0.05 -2.05 1.42  -0.447
C48 -1.10 -1.69 2.11  -0.116
C49 -1.05 -1.42 3.48  -0.072
C50 0.15 -1.50 4.17  -0.088
C51 1.31 -1.87 3.49  -0.114
C52 1.26 -2.12 2.13  -0.136
H16 -2.37 -6.98 -2.22  0.088
H17 -3.60 -8.45 -0.65  0.099
H18 -4.93 -5.24 1.54  0.098
H19 -3.74 -3.62 0.06  0.076
H20 -4.36 0.14 0.02  0.071
H21 -6.79 0.06 -0.34  0.100
H22 -7.70 -0.84 -2.47  0.100
H23 -6.14 -1.61 -4.23  0.103
H24 -3.72 -1.48 -3.88  0.081
H25 -2.77 1.52 -3.28  0.106
H26 -1.92 2.33 -5.45  0.102
H27 -0.12 1.09 -6.62  0.099
H28 0.81 -0.96 -5.61  0.104
H29 -0.01 -1.75 -3.42  0.057
H30 2.16 -3.69 -1.95  0.089
H31 3.12 -5.97 -1.89  0.100
H32 2.26 -7.62 -0.25  0.099
H33 0.45 -6.98 1.32  0.105
H34 -0.49 -4.70 1.26  0.112
H35 -2.04 -1.66 1.56  0.083
H36 -1.95 -1.15 4.01  0.085
H37 0.18 -1.31 5.24  0.103
H38 2.24 -1.98 4.03  0.088
H39 2.16 -2.43 1.60  0.106
C53 3.83 3.43 3.22  -0.274
Te2 2.54 1.77 3.07  1.721
C54 3.83 0.68 4.38  -0.335
H40 4.02 3.62 4.27  0.027
H41 3.36 4.28 2.74  0.020
H42 4.76 3.17 2.71  0.023
H43 4.88 0.78 4.08  0.018
H44 3.55 -0.37 4.39  -0.011
H45 3.70 1.09 5.38  0.017
F1 8.81 0.25 0.55  0.071
C55 7.50 0.42 0.76  -0.282
C56 6.87 1.52 0.23  0.010
C57 5.51 1.68 0.44  -0.032
C58 4.79 0.74 1.17  -0.316
C59 3.30 0.87 1.30  -0.370
C60 5.45 -0.37 1.69  -0.045
C61 6.82 -0.54 1.49  0.010
H46 7.45 2.24 -0.34  0.125
H47 5.00 2.54 0.02  0.131
H48 2.81 -0.10 1.29  0.032
H49 2.88 1.50 0.51  0.015
H50 4.89 -1.13 2.22  0.119
H51 7.35 -1.40 1.87  0.125

Calculated values
energy	-4935.84158	Eh
gap between HOMO and LUMO	5.090	eV
strongest force on any atom	2.04	eV/Å
HOMO energy	-6.25	eV
charge	0

[6]
Entry from OMol25: one molecule with the formula C5H8O (the ωB97M-V functional and the def2-TZVPD basis).

Each line ends with the natural charge from an NBO analysis.
Geometry (Å):
C1 -0.05 0.80 0.94  -0.406
C2 0.76 0.93 -0.37  -0.430
C3 0.70 -0.45 -1.01  0.048
O1 1.13 -1.51 -0.16  -0.490
C4 -0.27 -1.27 -0.29  0.051
C5 -1.03 -0.32 0.62  -0.423
H1 -0.54 1.74 1.23  0.214
H2 0.60 0.51 1.77  0.213
H3 0.27 1.62 -1.06  0.205
H4 1.79 1.27 -0.20  0.222
H5 0.87 -0.54 -2.08  0.187
H6 -0.90 -2.05 -0.72  0.190
H7 -1.74 -0.01 -0.17  0.204
H8 -1.58 -0.73 1.48  0.217

Calculated values
energy	-270.50778	Eh
gap between HOMO and LUMO	11.066	eV
strongest force on any atom	0.93	eV/Å
HOMO energy	-9.96	eV
SMILES	C1C[C@@H]2O[C@@H]2C1
charge	0

[7]
Entry from OMol25: an isolated ion of composition C4H7N2 and charge +1 at a distorted geometry (the ωB97M-V functional and the def2-TZVPD basis).

Each line ends with the natural charge from an NBO analysis.
Geometry (Å):
C1 -2.20 1.28 -1.15  0.344
C2 1.18 0.45 -0.38  -0.282
C3 -0.44 -0.33 -0.57  -0.191
C4 0.44 -0.06 0.79  0.011
N1 -1.38 0.49 -0.94  -0.177
N2 0.90 -1.14 1.49  -0.789
H1 -2.95 1.95 -1.44  0.291
H2 1.95 -0.15 -0.83  0.246
H3 1.15 1.50 -0.62  0.244
H4 -0.40 -1.31 -1.00  0.268
H5 -0.04 0.68 1.43  0.236
H6 0.36 -1.51 2.25  0.407
H7 1.43 -1.83 0.98  0.390

Calculated values
energy	-265.75666	Eh
gap between HOMO and LUMO	9.011	eV
strongest force on any atom	4.84	eV/Å
HOMO energy	-13.39	eV
SMILES	C#[N+][C@H]1C[C@@H]1N
charge	+1